Record 1
The following is a DFT calculation (ωB97M-V/def2-TZVPD) of C13H14EuF3IN2 as an isolated structure.

XYZ file:
```
34
Properties=species:S:1:pos:R:3:lowdin_charge:R:1
C 3.84189 -0.82946 -2.34298 -0.0400
H 1.36240 1.53636 -2.50624 0.1175
C 0.03052 -3.49063 2.13689 -0.0327
H -4.26847 0.37943 -1.13757 0.0704
N -0.01980 -1.85666 0.37859 -0.0548
H 2.76604 -3.73746 0.14566 0.0996
C 1.81111 -3.38940 0.53717 -0.0030
F 1.90786 0.37123 1.47873 -0.0278
C 0.81167 1.13400 1.14041 -0.6364
C 1.23272 -3.99905 1.65069 -0.0416
C -0.55953 -2.41920 1.46107 -0.1761
H -0.45312 -3.86158 3.03240 0.1115
C 3.18826 0.35315 -2.70002 -0.0500
N 1.20372 -0.29788 -1.50819 0.0113
H 1.72815 -4.82911 2.15845 0.1153
C 1.19368 -2.28007 -0.08071 -0.2016
H -3.56186 2.01055 -2.83514 0.0756
I -3.03675 -0.00750 2.29033 0.0054
H -3.33313 1.18354 0.16315 -0.1852
H -1.49801 -1.93618 1.82362 -0.0908
F 1.34687 2.24444 0.50321 -0.0581
C -3.77410 1.31279 -0.85773 -0.2943
H 4.86558 -1.03912 -2.65124 0.1142
C 3.15281 -1.73546 -1.53742 -0.0014
C 1.84304 -1.44007 -1.10879 -0.2057
H -2.59777 2.92669 -1.69600 0.0818
H 3.69296 1.10844 -3.29575 0.1063
Eu -1.16282 0.18554 -0.31390 1.3701
C -2.90549 1.90482 -1.96473 -0.2141
F 0.35156 1.58874 2.34337 -0.0499
H 3.60425 -2.66613 -1.19736 0.1011
H -2.04476 1.31043 -2.34216 0.0190
H -4.59618 1.99984 -0.64882 0.0833
C 1.87985 0.59222 -2.26389 -0.1190
```

- HOMO level (alpha / beta) (eV) = -7.43 / -7.68
- Kohn-Sham gap (alpha / beta) (eV) = 6.6 / 6.9
- net charge = 0
- relative energy (zero: lowest compared OMol25 entry of this formula, charge and spin) (eV) = 0.2147
- total energy (eV) = -52271.0013
- multiplicity = 8

Record 2
The following is a DFT calculation (ωB97M-V/def2-TZVPD) of the molecule C13H14FN3OS.

XYZ file:
```
33
Properties=species:S:1:pos:R:3:lowdin_charge:R:1
H -2.08921 -0.80827 -3.79660 0.1198
C -0.21475 -1.86545 -1.87550 -0.1206
H -2.03906 -3.01287 -1.69755 0.1095
C -1.51579 -2.42243 -2.44955 -0.1465
C 0.97647 1.38887 1.31828 -0.1445
H -1.81892 -0.14041 0.64879 0.1267
H 2.10121 -2.54543 2.94612 0.1523
C 0.42640 -2.19700 1.70064 -0.8326
F 1.39641 5.42650 0.65525 0.0671
H -1.61511 -1.87384 0.35542 0.0778
C 2.32493 3.39626 1.40644 0.0062
S -0.26751 -3.66850 1.49643 0.6145
C 0.92733 -0.03911 1.60367 -0.2242
H 0.27995 -2.56005 -1.20085 0.0903
C -0.70376 -0.60503 -1.15625 -0.3149
C 0.06140 3.49078 0.56917 0.0077
H 2.98498 1.46428 2.03838 0.1094
N 0.01695 -0.98613 1.18158 0.0152
H -0.75077 4.07056 0.16060 0.1225
H -3.37076 -1.25517 -2.64473 0.1200
C -1.11569 -0.90071 0.30337 -0.1088
C 2.17609 2.04346 1.62423 -0.0149
H 0.47295 -1.59525 -2.67740 0.1204
C -2.29084 -1.14471 -2.77157 -0.1837
H 3.24722 3.90434 1.63857 0.1206
H -1.02339 1.67868 0.55045 0.0996
O -1.83094 -0.14106 -1.87339 -0.0986
H -1.35903 -3.03988 -3.33007 0.1133
N 1.84194 -0.59362 2.35063 0.1119
H 0.05035 0.19303 -1.15703 0.1435
C 1.26046 4.10629 0.87600 -0.2709
C -0.07901 2.13316 0.79192 -0.0162
N 1.53951 -1.90131 2.41456 0.0284
```

- HOMO level (eV) = -7.99
- Kohn-Sham gap (eV) = 8.4
- net charge = 0
- structure (SMILES) = Fc1ccc(-c2n[nH]c(=S)n2C[C@H]2CCCO2)cc1
- relative energy (zero: lowest compared OMol25 entry of this formula, charge and spin) (eV) = 0.0302
- total energy (eV) = -33778.8290
- multiplicity = 1